[1]
Entry from the OMol25 dataset: a cluster of 3 separate species, C29H53F5N2O11P3S in total (ωB97M-V/def2-TZVPD).

Output
Gap between HOMO and LUMO, hartree: 0.2729
Maximum force, Eh/bohr: 0.15851
Lowest unoccupied orbital energy, hartree: 0.0656
Highest occupied orbital energy, eV: -5.64

The geometry in ORCA input format:
```
! RIJCOSX wB97M-V def2-TZVPD def2/J DEFGRID3
* xyz -1 1
C -6.09 1.38 -1.49
C -4.94 1.82 -2.53
C -3.54 2.05 -1.78
C -2.33 1.21 -2.26
P -1.43 -0.05 -1.11
C 0.09 0.18 -2.30
C 1.23 1.17 -2.12
O 2.46 0.54 -2.71
C 2.71 1.05 -3.97
O 2.76 0.27 -4.89
C -3.00 -0.56 -0.18
C -3.29 -2.13 -0.02
O -3.75 -2.42 1.34
C -5.08 -1.98 1.55
C -6.20 -2.96 1.04
C -0.29 -1.26 -0.16
C -0.38 -1.61 1.34
C -0.54 -3.20 1.64
O -1.22 -0.90 2.26
C -1.01 -1.26 3.61
C -1.21 -0.12 4.64
C -2.42 0.14 5.40
C -2.47 1.24 6.39
C -1.29 2.08 6.65
C -0.08 1.83 5.86
C -0.04 0.75 4.89
P -1.86 -1.59 -2.78
P -3.87 -1.75 -3.47
O -5.11 -1.43 -2.73
O -3.93 -0.89 -4.93
O -4.04 -3.37 -4.02
S -0.91 1.67 0.23
O 0.33 1.40 1.03
O -1.89 1.84 1.35
C -0.84 3.45 -0.23
F -2.03 4.19 -0.11
F -0.24 4.00 0.96
C 0.04 4.22 -1.27
F 1.40 4.14 -1.09
F -0.17 5.58 -0.94
F -0.33 4.21 -2.59
H -6.66 0.51 -1.92
H -6.83 2.21 -1.33
H -5.66 1.08 -0.51
H -4.86 1.13 -3.40
H -5.34 2.79 -2.96
H -3.75 2.06 -0.67
H -3.35 3.14 -2.03
H -1.51 1.96 -2.54
H -2.55 0.78 -3.29
H -0.33 0.33 -3.34
H 0.53 -0.85 -2.44
H 1.61 1.55 -1.15
H 1.09 2.07 -2.80
H 2.92 2.14 -4.12
H -3.14 -0.21 0.86
H -3.97 -0.25 -0.68
H -4.14 -2.49 -0.65
H -2.44 -2.81 -0.19
H -5.21 -1.89 2.67
H -5.31 -0.96 1.14
H -6.22 -2.88 -0.09
H -7.20 -2.54 1.37
H -6.07 -4.02 1.36
H 0.76 -0.85 -0.30
H -0.18 -2.24 -0.70
H 0.65 -1.44 1.81
H 0.25 -3.58 2.34
H -0.45 -3.81 0.70
H -1.53 -3.45 2.09
H 0.03 -1.68 3.82
H -1.71 -2.11 3.87
H -3.32 -0.50 5.25
H -3.40 1.41 7.00
H -1.33 2.88 7.43
H 0.80 2.47 6.08
H 0.93 0.60 4.35
H -1.67 -2.91 -2.20
H -3.46 -1.45 -5.58
H -3.36 -3.87 -3.53
C 3.56 -1.95 -0.97
C 3.63 -2.60 0.39
O 2.67 -3.18 0.89
N 4.81 -2.51 1.06
C 6.04 -1.87 0.63
H 2.56 -2.10 -1.39
H 3.74 -0.88 -0.89
H 4.29 -2.41 -1.64
H 4.79 -2.96 1.97
H 6.83 -2.62 0.61
H 6.29 -1.10 1.36
H 5.94 -1.42 -0.35
C 7.70 1.87 -1.76
C 7.79 1.23 -0.40
O 6.85 0.64 0.11
N 8.97 1.32 0.27
C 10.20 1.97 -0.17
H 6.71 1.71 -2.17
H 7.88 2.94 -1.68
H 8.43 1.41 -2.44
H 8.96 0.87 1.17
H 10.99 1.22 -0.19
H 10.46 2.74 0.56
H 10.09 2.42 -1.15
*
```

Atomic partial charges in e from the Löwdin method, atoms 1 to 8: atom 1 (C): -0.121, atom 2 (C): -0.219, atom 3 (C): -0.245, atom 4 (C): -0.355, atom 5 (P): 0.496, atom 6 (C): -0.394, atom 7 (C): -0.191, atom 8 (O): -0.103

=====

[2]
Entry from the OMol25 dataset: a cluster of 2 separate species, C4H12N2O2 in total (ωB97M-V/def2-TZVPD).

Output
Gap between HOMO and LUMO, hartree: 0.3383
Maximum force, Eh/bohr: 0.09160
SMILES string: NC[C@@H](N)CC=O.O
Lowest unoccupied orbital energy, hartree: 0.0114
Highest occupied orbital energy, eV: -8.90
Energy above the lowest of the compared OMol25 structures with the same formula, charge and spin, kcal/mol: 82.89

The geometry in ORCA input format:
```
! RIJCOSX wB97M-V def2-TZVPD def2/J DEFGRID3
* xyz 0 1
N 1.32 0.83 1.28
C 1.11 0.15 0.00
C 0.76 -1.35 0.03
C -0.49 -1.60 0.78
O -0.72 -2.72 1.17
C 0.32 0.93 -1.00
N 0.25 0.33 -2.39
H 2.03 1.57 1.29
H 0.47 1.18 1.71
H 2.18 0.12 -0.49
H 1.73 -1.92 0.60
H 0.88 -1.76 -0.96
H -1.14 -0.72 1.06
H -0.77 0.96 -0.57
H 0.62 2.08 -1.11
H 0.67 0.95 -3.03
H -0.62 0.03 -2.87
H -3.17 -0.23 1.02
H -3.00 0.79 2.08
O -2.42 0.36 1.40
*
```

Atomic partial charges in e from the natural (NBO) method, atoms 1 to 8: atom 1 (N): -0.856, atom 2 (C): -0.074, atom 3 (C): -0.524, atom 4 (C): 0.389, atom 5 (O): -0.540, atom 6 (C): -0.232, atom 7 (N): -0.885, atom 8 (H): 0.374

=====

[3]
Entry from the OMol25 dataset: an isolated molecule of C6H10NOP (ωB97M-V/def2-TZVPD).

Output
Gap between HOMO and LUMO, hartree: 0.3719
Maximum force, Eh/bohr: 0.05364
SMILES string: O=C1CP[C@H]2CCCN12
Lowest unoccupied orbital energy, hartree: 0.0307
Highest occupied orbital energy, eV: -9.29
Energy above the lowest of the compared OMol25 structures with the same formula, charge and spin, kcal/mol: 13.89

The geometry in ORCA input format:
```
! RIJCOSX wB97M-V def2-TZVPD def2/J DEFGRID3
* xyz 0 1
C 1.09 -1.18 0.03
C 2.30 -0.28 -0.32
C -2.08 0.11 -0.21
C -1.03 1.17 -0.67
C -1.26 -1.02 0.52
C 0.09 0.99 0.42
N 0.10 -0.49 0.63
O 1.15 -2.36 -0.21
P 1.85 1.53 0.13
H 3.18 -0.85 0.14
H 2.54 -0.20 -1.32
H -2.70 0.65 0.47
H -2.53 -0.12 -1.15
H -0.59 0.71 -1.61
H -1.58 2.08 -0.95
H -1.50 -1.38 1.49
H -1.36 -1.82 -0.21
H -0.12 1.30 1.42
H 2.45 1.18 1.41
*
```

Atomic partial charges in e from the natural (NBO) method, atoms 1 to 8: atom 1 (C): 0.685, atom 2 (C): -0.764, atom 3 (C): -0.407, atom 4 (C): -0.408, atom 5 (C): -0.237, atom 6 (C): -0.316, atom 7 (N): -0.439, atom 8 (O): -0.609

=====

[4]
Entry from the OMol25 dataset: a structure of composition C36H19BrCaClF4N3O8P (ωB97M-V/def2-TZVPD).

Output
Gap between HOMO and LUMO, hartree: 0.2648
Maximum force, Eh/bohr: 0.01093
Lowest unoccupied orbital energy, hartree: 0.0581
Highest occupied orbital energy, eV: -5.62
Energy above the lowest of the compared OMol25 structures with the same formula, charge and spin, kcal/mol: 0.00

The geometry in ORCA input format:
```
! RIJCOSX wB97M-V def2-TZVPD def2/J DEFGRID3
* xyz -1 1
Ca 0.70 -1.36 -0.60
O 0.20 1.87 5.78
C 0.15 0.63 5.72
O -0.15 -0.21 6.59
C 0.48 0.03 4.33
C 0.32 -1.33 4.09
C 0.46 -1.80 2.80
N 0.71 -1.02 1.75
C 0.93 0.29 1.99
C 0.84 0.84 3.26
C 1.18 1.24 0.80
O 1.80 2.27 1.02
O 0.69 0.86 -0.33
H 0.07 -1.97 4.92
H 0.33 -2.86 2.58
H 1.00 1.89 3.41
F -7.29 -3.08 -1.03
C -6.15 -2.43 -0.89
C -6.15 -1.12 -0.44
F -7.30 -0.52 -0.15
C -4.94 -0.45 -0.32
F -5.01 0.82 0.08
C -3.72 -1.04 -0.61
P -2.10 -0.16 -0.43
C -2.29 0.81 1.08
C -1.79 2.11 1.20
C -1.80 2.74 2.44
C -2.28 2.08 3.56
C -2.76 0.79 3.45
C -2.76 0.15 2.22
C -2.21 0.98 -1.85
C -1.47 0.65 -2.99
C -1.52 1.44 -4.12
C -2.30 2.59 -4.13
C -3.04 2.93 -3.01
C -3.00 2.13 -1.88
C -3.75 -2.36 -1.08
Br -2.19 -3.31 -1.58
C -4.95 -3.04 -1.22
F -4.99 -4.29 -1.67
H -1.35 2.61 0.35
H -1.38 3.73 2.53
H -2.21 2.55 4.54
H -3.09 0.25 4.33
H -3.11 -0.87 2.15
H -0.86 -0.25 -3.00
H -0.94 1.17 -4.99
H -2.33 3.22 -5.01
H -3.65 3.83 -3.01
H -3.58 2.41 -1.01
O 5.28 -5.23 -1.13
C 5.79 -4.04 -1.36
O 6.96 -3.88 -1.61
C 4.84 -2.88 -1.33
C 5.26 -1.56 -1.44
Cl 6.80 -0.89 -1.64
N 4.17 -0.77 -1.38
N 3.06 -1.51 -1.27
C 3.44 -2.78 -1.22
C 2.37 -3.85 -1.06
O 2.76 -5.00 -0.79
O 1.18 -3.48 -1.20
C 4.06 0.66 -1.40
C 4.70 1.42 -0.43
C 4.52 2.79 -0.43
C 3.71 3.39 -1.38
C 3.07 2.61 -2.34
C 3.25 1.24 -2.36
H 4.28 -5.19 -0.99
H 5.30 0.94 0.33
H 4.99 3.39 0.34
H 3.55 4.46 -1.35
H 2.41 3.08 -3.06
H 2.75 0.62 -3.09
*
```

Atomic partial charges in e from the Löwdin method, atoms 1 to 8: atom 1 (Ca): 1.316, atom 2 (O): -0.047, atom 3 (C): -0.696, atom 4 (O): -0.049, atom 5 (C): -0.094, atom 6 (C): -0.005, atom 7 (C): -0.134, atom 8 (N): -0.032

=====

[5]
Entry from the OMol25 dataset: a cluster of 2 separate species, C4H13N3O in total (ωB97M-V/def2-TZVPD).

Output
Gap between HOMO and LUMO, hartree: 0.2884
Maximum force, Eh/bohr: 0.04953
Lowest unoccupied orbital energy, hartree: 0.0316
Highest occupied orbital energy, eV: -6.99
Energy above the lowest of the compared OMol25 structures with the same formula, charge and spin, kcal/mol: 123.19

The geometry in ORCA input format:
```
! RIJCOSX wB97M-V def2-TZVPD def2/J DEFGRID3
* xyz 0 1
C -0.28 -0.43 -1.83
C -2.07 -0.46 0.73
N -0.92 0.18 0.13
H -1.09 1.14 -0.18
H -2.11 -0.26 1.81
H 0.15 -1.41 -2.02
H -1.35 -0.58 -1.97
H 0.03 0.33 -2.54
H -2.01 -1.54 0.57
H -3.00 -0.11 0.28
C 0.46 0.10 0.66
N 0.73 -1.06 1.46
N 1.85 1.39 -1.00
C 1.37 0.12 -0.54
O 0.48 1.23 1.56
H 1.30 1.13 2.05
H 0.82 -1.89 0.89
H 0.04 -1.19 2.19
H 2.27 1.97 -0.27
H 1.16 1.94 -1.50
H 2.18 -0.61 -0.49
*
```

Atomic partial charges in e from the natural (NBO) method, atoms 1 to 8: atom 1 (C): -0.514, atom 2 (C): -0.419, atom 3 (N): -0.602, atom 4 (H): 0.380, atom 5 (H): 0.185, atom 6 (H): 0.187, atom 7 (H): 0.169, atom 8 (H): 0.181

=====

[6]
Entry from the OMol25 dataset: a cluster of 9 separate species, C27H72O9 in total (ωB97M-V/def2-TZVPD).

Output
Gap between HOMO and LUMO (alpha / beta), hartree: 0.3020 / 0.0657
Maximum force, Eh/bohr: 0.08859
⟨S²⟩: 0.7544
Lowest unoccupied orbital energy (alpha / beta), hartree: -0.0952 / -0.3315
Highest occupied orbital energy (alpha / beta), eV: -10.81 / -10.81
Energy above the lowest of the compared OMol25 structures with the same formula, charge and spin, kcal/mol: 57.04

The geometry in ORCA input format:
```
! RIJCOSX wB97M-V def2-TZVPD def2/J DEFGRID3
* xyz 1 2
C 3.36 -5.66 -0.30
C 2.45 -5.94 0.97
C 1.72 -4.60 1.27
O 1.49 -6.82 0.39
H 2.68 -5.29 -1.06
H 3.81 -6.61 -0.61
H 4.16 -4.94 -0.12
H 3.03 -6.38 1.79
H 1.22 -4.29 0.34
H 2.37 -3.75 1.44
H 0.85 -4.76 1.90
H 0.82 -6.34 -0.10
C -2.01 -4.30 -0.95
C -1.49 -5.47 -1.67
C -0.31 -5.12 -2.59
O -0.99 -6.35 -0.78
H -2.98 -4.00 -1.33
H -1.33 -3.45 -0.88
H -2.23 -4.53 0.10
H -2.33 -5.94 -2.18
H 0.37 -5.96 -2.75
H 0.41 -4.47 -2.09
H -0.59 -4.51 -3.44
H -1.59 -7.10 -0.72
C 0.71 -0.61 2.49
C -0.08 -0.83 1.26
C -1.59 -0.61 1.46
O 0.31 0.09 0.24
H 0.30 -1.28 3.25
H 0.59 0.39 2.91
H 1.76 -0.85 2.37
H 0.04 -1.82 0.82
H -1.78 0.24 2.11
H -1.95 -1.50 1.98
H -2.08 -0.47 0.50
H 1.15 0.50 0.46
C 2.17 -1.51 -2.78
C 2.77 -0.53 -3.81
C 3.04 0.86 -3.14
O 3.98 -1.13 -4.37
H 1.39 -0.84 -2.39
H 2.92 -1.64 -2.00
H 1.83 -2.40 -3.30
H 2.10 -0.36 -4.66
H 3.92 0.76 -2.50
H 2.22 1.27 -2.55
H 3.38 1.56 -3.90
H 4.41 -0.59 -5.04
C -1.72 2.44 -4.18
C -2.72 2.19 -3.00
C -2.07 1.89 -1.63
O -3.67 3.23 -3.03
H -2.15 2.42 -5.19
H -0.90 1.73 -4.03
H -1.12 3.35 -4.07
H -3.27 1.31 -3.32
H -1.04 2.21 -1.54
H -2.06 0.81 -1.58
H -2.74 2.11 -0.80
H -3.59 3.71 -2.20
C 1.49 3.58 -1.35
C 2.73 4.51 -1.55
C 2.51 5.82 -2.22
O 3.26 4.79 -0.36
H 0.97 3.45 -2.30
H 0.75 4.17 -0.81
H 1.58 2.71 -0.71
H 3.45 3.87 -2.04
H 3.43 6.34 -2.50
H 1.81 6.50 -1.74
H 2.10 5.61 -3.21
H 4.11 5.20 -0.53
C -4.54 3.75 1.09
C -3.12 4.28 1.01
C -2.06 3.34 1.65
O -2.73 4.61 -0.26
H -4.47 2.68 1.32
H -5.12 3.76 0.17
H -5.01 4.21 1.96
H -3.20 5.28 1.45
H -2.21 3.43 2.73
H -1.02 3.61 1.49
H -2.10 2.32 1.27
H -1.81 4.88 -0.29
C 4.66 1.43 2.42
C 4.10 1.20 1.06
C 4.41 -0.21 0.51
O 2.73 1.47 1.07
H 4.44 2.45 2.75
H 5.75 1.50 2.36
H 4.41 0.71 3.19
H 4.57 1.94 0.41
H 5.48 -0.33 0.31
H 3.92 -0.34 -0.45
H 4.04 -1.00 1.17
H 2.55 2.36 1.37
C -4.66 -1.46 4.38
C -4.84 -0.29 5.26
C -5.09 1.03 4.51
O -5.97 -0.36 6.12
H -5.39 -1.44 3.57
H -4.55 -2.40 4.92
H -3.77 -1.24 3.79
H -3.94 -0.28 5.88
H -5.30 1.79 5.26
H -5.81 0.90 3.71
H -4.22 1.37 3.95
H -5.74 -1.03 6.77
*
```

Atomic partial charges in e from the Löwdin method, atoms 1 to 8: atom 1 (C): -0.056, atom 2 (C): -0.409, atom 3 (C): -0.063, atom 4 (O): -0.084, atom 5 (H): 0.058, atom 6 (H): 0.075, atom 7 (H): 0.067, atom 8 (H): 0.135

=====

[7]
Entry from the OMol25 dataset: an isolated molecule of C3H8O2 (ωB97M-V/def2-TZVPD).

Output
Gap between HOMO and LUMO, hartree: 0.4078
Maximum force, Eh/bohr: 0.00777
SMILES string: COCCO
Lowest unoccupied orbital energy, hartree: 0.0376
Highest occupied orbital energy, eV: -10.08
Energy above the lowest of the compared OMol25 structures with the same formula, charge and spin, kcal/mol: 27.86

The geometry in ORCA input format:
```
! RIJCOSX wB97M-V def2-TZVPD def2/J DEFGRID3
* xyz 0 1
C -0.97 -0.58 -1.52
O -0.70 0.32 -0.47
C 0.67 0.37 -0.10
C 0.69 0.59 1.40
O 0.02 -0.47 2.05
H -2.03 -0.49 -1.76
H -0.37 -0.35 -2.42
H -0.76 -1.62 -1.22
H 1.16 -0.58 -0.33
H 1.18 1.18 -0.64
H 1.71 0.61 1.78
H 0.22 1.56 1.64
H -0.83 -0.54 1.59
*
```

Atomic partial charges in e from the natural (NBO) method, atoms 1 to 8: atom 1 (C): -0.246, atom 2 (O): -0.559, atom 3 (C): -0.093, atom 4 (C): -0.080, atom 5 (O): -0.714, atom 6 (H): 0.194, atom 7 (H): 0.168, atom 8 (H): 0.168

=====

[8]
Entry from the OMol25 dataset: a cluster of 2 separate species, C5H13N2S in total (ωB97M-V/def2-TZVPD).

Output
Gap between HOMO and LUMO, hartree: 0.1981
Maximum force, Eh/bohr: 0.04503
Lowest unoccupied orbital energy, hartree: 0.1120
Highest occupied orbital energy, eV: -2.34
Energy above the lowest of the compared OMol25 structures with the same formula, charge and spin, kcal/mol: 91.46

The geometry in ORCA input format:
```
! RIJCOSX wB97M-V def2-TZVPD def2/J DEFGRID3
* xyz -1 1
C 0.91 -1.42 0.73
C 1.10 -2.63 -0.21
S 0.88 -4.26 0.56
C -0.42 -1.42 1.46
N -1.78 1.65 0.41
C -0.50 1.79 0.25
C 0.11 2.49 -0.97
N -0.90 2.85 -1.99
H 1.74 -1.63 1.43
H 1.29 -0.46 0.39
H 2.03 -2.54 -0.78
H 0.34 -2.57 -0.98
H -1.26 -1.10 0.86
H -0.59 -2.46 1.77
H -0.28 -0.87 2.39
H 0.27 1.51 0.98
H -1.48 0.86 -0.34
H 0.87 1.82 -1.36
H 0.59 3.44 -0.71
H -1.75 2.96 -1.45
H -1.16 1.97 -2.44
*
```

Atomic partial charges in e from the natural (NBO) method, atoms 1 to 8: atom 1 (C): -0.430, atom 2 (C): -0.529, atom 3 (S): -0.708, atom 4 (C): -0.640, atom 5 (N): -0.755, atom 6 (C): 0.219, atom 7 (C): -0.336, atom 8 (N): -0.822